Computed, not measured: a cluster of 17 separate species, C68H187N17O17 in total at a distorted geometry, with wB97M-V/def2-TZVPD.

Atoms and positions in Å:
C -2.0563 3.8466 4.9610
C -1.4133 2.9266 6.0024
C 0.0945 2.7121 5.9062
O 0.3030 1.8576 4.8292
C 1.6623 1.8542 4.4391
N -1.6741 3.3023 7.3637
H -1.7267 3.4444 4.0031
H -1.7142 4.8792 5.0305
H -3.1395 3.8176 4.8429
H -1.9075 1.9617 5.8894
H 0.5606 2.4373 6.8524
H 0.5408 3.6788 5.6726
H 2.2681 1.3963 5.2210
H 2.0816 2.8406 4.2409
H 1.8494 1.1719 3.6099
H -2.6548 3.0992 7.4943
H -1.2803 2.6163 7.9917
C -0.2878 0.9523 -5.3410
C -0.6219 0.8534 -3.8280
C -2.1586 0.5518 -3.5777
O -2.5222 0.7458 -2.2603
C -3.9047 1.0976 -2.0489
N 0.1738 -0.2178 -3.3256
H -0.7651 1.7542 -5.9043
H -0.7275 0.0708 -5.8076
H 0.7701 0.9793 -5.6024
H -0.2808 1.7976 -3.4033
H -2.4550 -0.4330 -3.9389
H -2.7175 1.1833 -4.2683
H -4.1318 2.1138 -2.3711
H -4.2023 1.1023 -1.0003
H -4.5476 0.3437 -2.5033
H -0.2743 -1.0762 -3.6127
H 1.0514 -0.3484 -3.8081
C 4.6636 4.9608 1.6105
C 4.3240 4.2782 2.9652
C 4.9303 2.8140 3.1731
O 4.2926 1.9123 2.2694
C 4.7945 0.5693 2.3448
N 4.8726 5.2148 3.9982
H 3.8877 4.5541 0.9619
H 5.6852 4.7463 1.2967
H 4.5313 6.0408 1.6742
H 3.2376 4.2985 3.0515
H 4.7199 2.4962 4.1943
H 6.0126 2.7151 3.0897
H 4.2337 -0.1417 1.7381
H 4.9404 0.3362 3.3995
H 5.7280 0.5576 1.7821
H 5.8749 5.2276 3.8746
H 4.6383 6.1560 3.7163
C -1.9492 4.3944 -2.9422
C -1.5562 5.0576 -4.2416
C -2.7977 5.2059 -5.1341
O -3.3502 4.0004 -5.5774
C -4.6466 4.1280 -6.1166
N -1.0476 6.3570 -3.7782
H -2.9465 4.6708 -2.6002
H -1.2421 4.5532 -2.1280
H -2.0555 3.3201 -3.0922
H -0.8128 4.4183 -4.7179
H -2.6292 5.8093 -6.0261
H -3.5647 5.6847 -4.5253
H -4.5080 4.4091 -7.1606
H -5.2214 4.7826 -5.4616
H -5.2324 3.2118 -6.1894
H -1.7564 6.7917 -3.2049
H -0.1511 6.2261 -3.3319
C -4.1524 4.1443 1.9056
C -5.3784 4.7908 1.1380
C -5.6502 4.0098 -0.1304
O -6.5624 4.7947 -0.8766
C -6.8646 4.2676 -2.1797
N -6.4997 4.7993 2.0266
H -3.2747 4.0807 1.2624
H -4.2714 3.1599 2.3582
H -3.9031 4.7765 2.7579
H -4.9927 5.7854 0.9142
H -6.0396 3.0315 0.1513
H -4.7245 3.7282 -0.6321
H -7.6162 4.8825 -2.6749
H -7.1429 3.2137 -2.1737
H -5.9561 4.3362 -2.7781
H -7.3185 5.1442 1.5463
H -6.3319 5.3581 2.8510
C -8.3765 -1.3590 -2.9886
C -7.4419 -2.3788 -2.3889
C -6.0906 -1.7551 -2.1034
O -5.1978 -2.8269 -1.8058
C -3.8312 -2.4405 -1.5306
N -8.1899 -2.7155 -1.2279
H -7.8530 -0.8314 -3.7860
H -8.5427 -0.5738 -2.2510
H -9.3150 -1.8348 -3.2728
H -7.4884 -3.2853 -2.9923
H -6.1531 -0.9597 -1.3608
H -5.7533 -1.2329 -2.9988
H -3.8495 -1.7725 -0.6694
H -3.4016 -1.9455 -2.4015
H -3.2512 -3.3477 -1.3614
H -7.8055 -3.5999 -0.9275
H -9.1277 -2.8991 -1.5549
C 4.7993 -7.0989 -0.8370
C 3.3963 -6.6989 -1.2028
C 2.3534 -7.5830 -0.4556
O 1.0476 -7.2648 -0.7745
C 0.1596 -7.6355 0.2433
N 3.2055 -5.3428 -0.8416
H 4.8727 -8.1859 -0.8056
H 5.0012 -6.8088 0.1941
H 5.5423 -6.7513 -1.5548
H 3.2492 -6.7637 -2.2808
H 2.6339 -7.4291 0.5864
H 2.5771 -8.6334 -0.6421
H -0.8690 -7.4269 -0.0511
H 0.3463 -7.0914 1.1692
H 0.2850 -8.7118 0.3607
H 2.2398 -5.2196 -1.1107
H 3.3157 -5.2963 0.1612
C 4.5715 0.4232 -5.2983
C 3.5991 -0.6412 -5.6491
C 4.1667 -1.9751 -6.2770
O 4.5424 -1.7529 -7.6409
C 5.1839 -2.8532 -8.1681
N 2.8649 -1.0000 -4.4377
H 4.0935 1.3167 -4.8968
H 5.0525 0.8059 -6.1985
H 5.2974 0.0183 -4.5931
H 2.8534 -0.2851 -6.3599
H 3.4063 -2.7560 -6.2825
H 5.0618 -2.2335 -5.7112
H 4.3779 -3.3257 -8.7295
H 5.6086 -3.5283 -7.4252
H 5.9034 -2.4843 -8.8991
H 3.4469 -1.0301 -3.6128
H 2.7009 -1.9942 -4.5065
C -2.8344 -5.7511 4.7159
C -1.4874 -5.7623 3.9806
C -1.4073 -4.7579 2.8602
O -0.1758 -4.8942 2.1386
C -0.1536 -4.1814 0.9292
N -0.5605 -5.3511 5.0049
H -3.6280 -6.1575 4.0888
H -3.0788 -4.7480 5.0653
H -2.8228 -6.3445 5.6301
H -1.3051 -6.7769 3.6264
H -1.5057 -3.7700 3.3102
H -2.2714 -4.8919 2.2094
H 0.7366 -4.2521 0.3042
H -0.3605 -3.1319 1.1386
H -0.9324 -4.5065 0.2394
H 0.2818 -5.2178 4.4637
H -0.7999 -4.4099 5.2823
C -0.8435 -4.5347 -2.7725
C 0.3369 -3.9965 -3.6192
C 1.1395 -5.0731 -4.3717
O 2.1303 -4.5351 -5.2693
C 3.1878 -5.4684 -5.4629
N -0.2969 -3.1256 -4.5815
H -0.5240 -5.2484 -2.0131
H -1.5616 -5.0680 -3.3955
H -1.3964 -3.7605 -2.2406
H 0.8958 -3.3707 -2.9234
H 0.4462 -5.6115 -5.0179
H 1.5046 -5.8742 -3.7291
H 4.0420 -5.0778 -6.0159
H 2.8069 -6.3133 -6.0365
H 3.6073 -5.8934 -4.5510
H 0.4662 -2.5833 -4.9609
H -0.6827 -3.7195 -5.3015
C -7.5760 0.4914 1.3435
C -6.4831 0.6243 2.4098
C -5.0952 0.5566 1.7354
O -4.0442 0.6707 2.6583
C -2.6998 0.4360 2.2009
N -6.7100 1.9174 3.1665
H -8.4898 0.7602 1.8735
H -7.6096 -0.4639 0.8196
H -7.3771 1.1939 0.5342
H -6.6055 -0.1606 3.1562
H -4.9672 1.4107 1.0704
H -5.0927 -0.3660 1.1549
H -2.5546 -0.5951 1.8786
H -2.1047 0.7052 3.0736
H -2.3491 1.1031 1.4136
H -5.7589 1.9665 3.5029
H -6.8401 2.7009 2.5425
C 3.1916 2.7175 -1.7457
C 3.5691 3.4369 -3.0126
C 2.4654 3.4268 -4.0789
O 3.0366 3.6790 -5.3724
C 2.2412 3.1501 -6.4469
N 4.0793 4.7951 -2.6621
H 3.9755 2.7302 -0.9885
H 2.9035 1.6951 -1.9904
H 2.3027 3.1319 -1.2700
H 4.4992 3.0181 -3.3969
H 1.7224 4.1857 -3.8338
H 1.8360 2.5371 -4.0974
H 1.2162 3.4901 -6.2988
H 2.3394 2.0649 -6.4173
H 2.5298 3.5068 -7.4356
H 3.3140 5.1562 -2.1108
H 4.0301 5.3211 -3.5230
C 2.6660 -3.7993 3.8635
C 3.1621 -4.1123 2.4486
C 4.6993 -4.0575 2.2709
O 5.1887 -2.7078 2.5134
C 6.5831 -2.6102 2.3776
N 2.5192 -5.4196 2.1355
H 3.0889 -4.4045 4.6654
H 1.5795 -3.8725 3.9098
H 2.8761 -2.7642 4.1325
H 2.8382 -3.3899 1.6994
H 5.0206 -4.2672 1.2506
H 5.1193 -4.7951 2.9547
H 7.1588 -3.1334 3.1411
H 6.8703 -1.5686 2.5211
H 6.8221 -2.9200 1.3602
H 2.8855 -6.1389 2.7425
H 1.5440 -5.3226 2.3799
C -2.1090 -2.5397 8.2171
C -0.6323 -2.5232 7.9677
C -0.1999 -1.7143 6.7652
O -0.5457 -2.3044 5.5403
C -0.2075 -1.4240 4.4750
N -0.0639 -1.8568 9.1355
H -2.5190 -3.0061 7.3213
H -2.4892 -1.5184 8.2413
H -2.2722 -3.1659 9.0942
H -0.1679 -3.4920 7.7840
H 0.8600 -1.4632 6.8056
H -0.5179 -0.6772 6.8717
H -0.3628 -2.0514 3.5973
H 0.8292 -1.0888 4.5071
H -0.8857 -0.5771 4.3702
H 0.9399 -1.8251 9.0277
H -0.2415 -2.4153 9.9580
C 5.4331 -1.7471 -0.8223
C 5.3465 -2.4366 -2.2165
C 6.3924 -3.5712 -2.4253
O 7.7332 -3.1138 -2.4577
C 8.1211 -2.4097 -3.6350
N 3.9603 -2.9128 -2.3476
H 6.3887 -1.2843 -0.5760
H 5.2236 -2.4497 -0.0157
H 4.7028 -0.9422 -0.7386
H 5.3705 -1.6689 -2.9899
H 6.2282 -4.1065 -3.3605
H 6.3067 -4.3329 -1.6504
H 9.1698 -2.1246 -3.7191
H 7.5422 -1.5221 -3.8903
H 8.0227 -3.1863 -4.3935
H 3.9399 -3.6535 -3.0339
H 3.7074 -3.4681 -1.5428
C -3.4233 9.1837 3.4296
C -2.7098 8.1061 4.2572
C -1.1669 7.9057 3.9130
O -0.9697 7.3124 2.6485
C 0.2374 6.5413 2.5427
N -2.8767 8.4550 5.6374
H -3.5567 8.7449 2.4408
H -2.8686 10.1219 3.4461
H -4.4328 9.3701 3.7962
H -3.2696 7.1851 4.0944
H -0.6775 7.3122 4.6852
H -0.7019 8.8889 3.9848
H 0.3797 6.2599 1.4993
H 0.1342 5.6626 3.1793
H 1.1247 7.1249 2.7880
H -2.0610 9.0483 5.6909
H -2.7912 7.6248 6.2063
C 1.6464 -1.4822 -0.5479
C 0.5298 -0.6930 0.1672
C 0.7707 0.8668 0.1704
O -0.3536 1.6673 0.7329
C -0.3537 3.0592 0.4857
N -0.7150 -0.9725 -0.4991
H 1.2820 -2.4474 -0.8995
H 2.5057 -1.6284 0.1066
H 2.0942 -0.9420 -1.3820
H 0.4498 -0.9599 1.2210
H 0.8505 1.1578 -0.8770
H 1.6620 1.0109 0.7811
H 0.6502 3.4038 0.7336
H -1.0622 3.6411 1.0753
H -0.5425 3.2353 -0.5733
H -1.3370 -0.2245 -0.2276
H -0.5512 -0.8951 -1.4927

Its energy above the lowest of the compared OMol25 structures with the same formula, charge and spin is 5.615 eV. As for the HOMO energy: -0.306 Ha. The electronic energy is -133674.7400 eV. As for the HOMO-LUMO gap: 8.83 eV. The calculation puts the max |F| at 0.0593 Eh/bohr.

These are the Löwdin partial charges, in e, on atoms 1 to 4: atom 1 (C): -0.036, atom 2 (C): -0.443, atom 3 (C): -0.218, atom 4 (O): -0.183